{"formula": "C20H50Ba2NO9", "method": "the ωB97M-V functional and the def2-TZVPD basis", "e_above_lowest_kcal_mol": 654.34, "charge": 3, "e_homo_ev": -15.53, "fmax_ev_per_a": 19.08, "elements": ["Ba", "Ba", "O", "C", "O", "O", "H", "C", "C", "O", "H", "H", "H", "H", "H", "H", "C", "C", "O", "H", "H", "H", "H", "H", "H", "C", "C", "O", "H", "H", "H", "H", "H", "H", "C", "C", "O", "H", "H", "H", "H", "H", "H", "C", "C", "O", "H", "H", "H", "H", "H", "H", "C", "C", "C", "C", "C", "C", "N", "O", "C", "C", "C", "H", "H", "H", "H", "H", "H", "H", "H", "H", "H", "H", "H", "H", "H", "H", "H", "H", "H", "H"], "positions_angstrom": [[-0.9017, 3.4756, 1.4783], [-0.2771, 3.5677, -1.8951], [1.9660, 1.2420, 0.0155], [0.9404, 2.0820, 0.4133], [0.0127, 2.3179, -0.3456], [0.9242, 2.5624, 1.5355], [1.5291, 1.0217, -0.8104], [1.3640, 3.2607, 3.7063], [0.9121, 4.7695, 3.5712], [0.4598, 4.8955, 2.2625], [2.3821, 3.0895, 3.3567], [0.7152, 2.5197, 3.2392], [1.2875, 3.0453, 4.7721], [1.7386, 5.4761, 3.6458], [0.1500, 5.0336, 4.3044], [0.9345, 5.6407, 1.8870], [3.5510, 0.7484, 3.7137], [2.6142, 1.1585, 2.5419], [2.5038, 0.1425, 1.6073], [4.5417, 0.4909, 3.3389], [3.1426, -0.0426, 4.3426], [3.6078, 1.6365, 4.3431], [3.0390, 2.0275, 2.0395], [1.6066, 1.3931, 2.8851], [2.0072, 0.4269, 0.8365], [-1.7478, -0.1913, 2.6468], [-0.6806, 0.7519, 2.0644], [-1.4284, 1.7086, 1.2848], [-1.4306, -1.1218, 3.1177], [-2.3272, -0.5505, 1.7963], [-2.2742, 0.3498, 3.4330], [0.0399, 0.1976, 1.4630], [-0.1186, 1.2650, 2.8448], [-1.3695, 1.2837, 0.4260], [2.6780, -0.2698, -2.0420], [2.7869, -0.2584, -3.5621], [1.8486, -1.1255, -4.1481], [2.7968, -1.2741, -1.6352], [1.7088, 0.1236, -1.7352], [3.5072, 0.2954, -1.6166], [3.8327, -0.4495, -3.8027], [2.5203, 0.7367, -3.9182], [1.0144, -0.7723, -3.8304], [-3.6398, 0.7309, 0.4471], [-2.8476, 0.9102, -0.9005], [-1.4846, 0.6883, -0.6513], [-3.5737, -0.3070, 0.7733], [-4.6518, 0.9847, 0.1314], [-3.4361, 1.4286, 1.2594], [-2.9344, 1.9245, -1.2901], [-3.2621, 0.2746, -1.6830], [-0.9857, 1.1281, -1.3436], [0.2007, -3.1019, 0.3438], [0.1373, -1.9624, -0.6914], [0.9373, -2.4213, -1.9810], [0.2916, -3.4942, -2.8051], [-0.9986, -2.9707, -3.3405], [-1.9692, -2.4896, -2.2340], [-1.2751, -1.7120, -1.1598], [-2.1268, -1.2644, -0.1663], [-2.9452, -1.5091, -2.9679], [-2.8181, -3.6367, -1.6436], [0.7923, -0.7047, -0.0405], [-0.5759, -2.9263, 1.0882], [1.1152, -3.1714, 0.9328], [-0.0575, -4.0826, -0.0559], [1.1553, -1.5256, -2.5627], [1.9010, -2.8140, -1.6567], [0.1285, -4.3787, -2.1892], [1.0789, -3.8086, -3.4902], [-1.4062, -3.7934, -3.9279], [-0.8043, -2.0757, -3.9314], [-3.4941, -1.9382, -3.8062], [-3.7150, -1.0763, -2.3290], [-2.4474, -0.6289, -3.3749], [-3.7249, -3.3028, -1.1394], [-3.1551, -4.3290, -2.4152], [-2.2137, -4.0104, -0.8171], [0.7854, 0.1386, -0.7311], [1.8430, -0.8175, 0.2265], [0.1732, -0.3293, 0.7743], [-2.1050, -0.3063, -0.2230]], "atomic_forces_ev_per_a": [[-10.4772, 15.7502, 2.4628], [-0.9337, 4.8054, -6.5298], [-2.5356, 11.0729, -4.4380], [6.8866, -1.6828, 4.2896], [0.6892, -2.3525, -2.7076], [6.4451, -2.3858, -4.0315], [1.8288, -0.3240, -1.3427], [-0.4532, 2.2039, 2.8937], [1.7769, -1.9352, 1.9449], [2.8786, 4.9357, -0.0773], [-0.4886, 0.5123, 0.2295], [0.0626, 1.4164, 1.5740], [0.4814, -0.0657, 0.1502], [0.1248, -0.3612, 0.7521], [-0.1543, 0.0728, -0.1872], [0.0007, 0.4836, -0.2652], [-0.8501, 0.7929, -0.6307], [1.5249, -1.9964, 1.1843], [1.6874, -3.3382, 4.4916], [-0.1147, -0.0298, 0.0965], [-0.0023, -0.1387, -0.3222], [0.4222, -0.0634, 0.2155], [0.1977, 0.3976, 0.1287], [1.3235, -0.8429, 0.4555], [1.2364, -1.9615, 3.3723], [0.6633, -0.2678, 0.1308], [-1.9794, -1.8790, 3.6582], [-1.9637, -10.4072, 3.8301], [0.7986, 0.2172, 0.0262], [-0.0122, 0.1651, 1.0218], [-0.5530, -0.0464, -0.3309], [-0.9682, 2.8974, 3.3007], [-0.6403, -0.2090, 0.1006], [-0.6201, -0.9486, -1.8248], [1.8824, 0.2797, -0.8075], [0.0372, 0.6041, 0.6833], [0.8514, 0.2658, -1.3128], [-0.0184, 0.4839, -0.0925], [0.8636, -0.6263, -1.5225], [-0.0747, 0.4352, -0.0177], [-0.3487, -0.4445, -0.6156], [0.5059, 0.5612, -0.1276], [-0.3832, -0.2442, -0.7856], [-1.5749, 0.9540, -1.5705], [-3.5184, 1.9207, 0.5569], [1.9938, 3.2127, -4.7592], [-0.7647, 0.4808, -0.1618], [-0.3213, -0.4773, 0.1052], [-0.0635, -0.3795, -0.4756], [-0.3183, 0.7841, 0.0333], [0.4799, 0.0359, 0.4002], [0.0620, -1.4057, -0.1875], [-0.8748, 0.2081, 0.7001], [0.0867, -1.7948, -0.6590], [-0.4566, 0.5799, 1.9452], [0.7236, 0.0484, 1.1050], [0.1862, -0.1272, 0.3305], [-1.5591, 0.3486, -0.3626], [1.9156, 0.7920, -1.2362], [-0.8013, -4.1258, 1.1138], [-0.1291, 0.1437, 0.2181], [0.3665, 0.6616, 0.5208], [-2.3876, -2.8855, -2.1889], [-0.1753, 0.1257, 0.1767], [0.2956, 0.0738, -0.4062], [0.3114, 0.1070, -0.2661], [-0.8163, -1.5011, 0.8222], [0.0402, 0.0708, 0.2481], [-0.1708, -0.0882, 0.0963], [-0.5713, 0.0735, -0.7145], [-0.7007, 0.5641, -0.2271], [0.0694, -0.2038, -0.5880], [0.2074, -0.4269, 0.0672], [-0.2495, -0.7817, 0.2072], [0.6090, 0.0450, -0.2481], [-0.0199, 0.4344, -0.1472], [0.4618, -0.2982, 0.2516], [-0.1068, -0.9992, -0.3638], [-2.5250, -2.5311, -0.1388], [-0.8645, -1.4364, -0.4107], [1.4456, -3.7510, -3.6642], [0.1171, -4.2533, 0.8543]]}